Entry 1:
Computed, not measured: a gas-phase ion, C2H2N3O (charge +1) at a distorted geometry, with the ωB97M-V functional and the def2-TZVPD basis.

For the molar mass, the calculation gives 84.1 g/mol. The highest occupied orbital energy is -16.84 eV. The value obtained for the largest force on an atom is 0.099 Eh/bohr. The SMILES is O=C1N=NC=[NH+]1. As for the HOMO-LUMO gap: 0.2900 Ha.

Structure (ORCA input):
```
! wB97M-V def2-TZVPD RIJCOSX def2/J DEFGRID3
* xyz 1 1
O -1.86 -1.40 0.07
C -1.06 -0.53 -0.01
N -1.27 0.88 -0.04
N -0.17 1.46 0.00
C 0.90 0.61 0.09
N 0.49 -0.60 -0.06
H 1.82 0.99 0.20
H 1.16 -1.41 -0.23
*
```

Okay, here come the Löwdin numbers, in e, for every atom:
1. O 0.301
2. C -0.301
3. N 0.216
4. N 0.136
5. C 0.034
6. N 0.251
7. H 0.133
8. H 0.231

Entry 2:
Computed, not measured: 2 unconnected molecules or ions with the total composition C2H2N3O2 at a distorted geometry, with the ωB97M-V functional and the def2-TZVPD basis.

For the molar mass, the calculation gives 100.1 g/mol. The highest occupied orbital energy (spin up / spin down) is -4.20 / -4.38 eV. The value obtained for the largest force on an atom is 0.107 Eh/bohr. As for the HOMO-LUMO gap (spin up / spin down): 0.2411 / 0.3115 Ha.

Structure (ORCA input):
```
! wB97M-V def2-TZVPD RIJCOSX def2/J DEFGRID3
* xyz -1 1
C 2.05 -0.70 0.05
C 1.16 0.00 -0.60
N 2.77 -1.36 0.72
N -1.36 -0.70 0.28
N -1.83 0.45 0.33
O -3.10 0.29 0.45
O -1.26 1.54 0.20
H 1.08 1.02 -0.23
H 0.49 -0.54 -1.19
*
```

Löwdin population analysis, charges in e, atoms 1 to 8:
1. C -0.375
2. C -0.002
3. N 0.111
4. N 0.130
5. N -0.707
6. O -0.145
7. O -0.103
8. H 0.065

Entry 3:
Computed, not measured: a gas-phase ion, C2H2N3O4S (charge -1) at a distorted geometry, with the ωB97M-V functional and the def2-TZVPD basis.

For the molar mass, the calculation gives 164.1 g/mol. The highest occupied orbital energy is -5.54 eV. The value obtained for the largest force on an atom is 0.063 Eh/bohr. The SMILES is O=C=N/N=C\NS(=O)(=O)[O-]. As for the HOMO-LUMO gap: 0.3344 Ha.

Structure (ORCA input):
```
! wB97M-V def2-TZVPD RIJCOSX def2/J DEFGRID3
* xyz -1 1
O 1.48 1.54 -2.74
C 0.72 1.70 -1.86
N 0.03 1.98 -0.93
N -0.49 1.62 0.22
C -0.58 0.35 0.47
N -0.28 -0.73 -0.28
S 1.08 -1.63 0.42
O 1.23 -2.72 -0.49
O 0.57 -1.95 1.71
O 2.13 -0.59 0.43
H -1.19 0.11 1.45
H 0.02 -0.64 -1.24
*
```

Löwdin population analysis, charges in e, atoms 1 to 8:
1. O 0.108
2. C -0.338
3. N 0.055
4. N -0.002
5. C -0.300
6. N -0.076
7. S 0.383
8. O -0.347

Entry 4:
Computed, not measured: a gas-phase ion, C2H2N3OS (charge -1) at a distorted geometry, with the ωB97M-V functional and the def2-TZVPD basis.

For the molar mass, the calculation gives 116.1 g/mol. The highest occupied orbital energy is -4.26 eV. The value obtained for the largest force on an atom is 0.069 Eh/bohr. The SMILES is N/N=C(/[O-])N=C=S. As for the HOMO-LUMO gap: 0.2845 Ha.

Structure (ORCA input):
```
! wB97M-V def2-TZVPD RIJCOSX def2/J DEFGRID3
* xyz -1 1
N -1.72 0.48 -0.05
N -1.29 -0.76 0.42
C -0.25 -1.32 0.08
O 0.24 -2.40 0.16
N 0.90 -0.10 -0.65
C 1.80 0.54 -0.30
S 2.86 1.48 0.38
H -1.53 1.30 0.68
H -1.00 0.79 -0.71
*
```

Löwdin population analysis, charges in e, atoms 1 to 8:
1. N -0.080
2. N -0.069
3. C -0.566
4. O 0.029
5. N 0.059
6. C -0.979
7. S 0.483
8. H 0.099

Entry 5:
Computed, not measured: a gas-phase ion, C2H2N3OS (charge -1) at a distorted geometry, with the ωB97M-V functional and the def2-TZVPD basis.

For the molar mass, the calculation gives 116.1 g/mol. The highest occupied orbital energy is -3.77 eV. The value obtained for the largest force on an atom is 0.067 Eh/bohr. The SMILES is N#CN(N)C([O-])=S. As for the HOMO-LUMO gap: 0.2816 Ha.

Structure (ORCA input):
```
! wB97M-V def2-TZVPD RIJCOSX def2/J DEFGRID3
* xyz -1 1
N 2.15 1.58 -0.50
C 1.29 0.89 -0.16
N 0.24 0.07 0.10
N 0.54 -1.35 0.22
C -1.14 0.53 -0.05
O -1.94 -0.37 -0.19
S -1.33 2.17 0.15
H 0.09 -1.79 -0.71
H 0.11 -1.72 1.14
*
```

Löwdin population analysis, charges in e, atoms 1 to 8:
1. N 0.101
2. C -0.383
3. N -0.210
4. N 0.012
5. C -1.104
6. O -0.102
7. S 0.454
8. H 0.126

Entry 6:
Computed, not measured: a molecular structure, C2H2N3P at a distorted geometry, with the ωB97M-V functional and the def2-TZVPD basis.

For the molar mass, the calculation gives 99.0 g/mol. The highest occupied orbital energy is -10.24 eV. The value obtained for the largest force on an atom is 0.022 Eh/bohr. As for the HOMO-LUMO gap: 0.3720 Ha.

Structure (ORCA input):
```
! wB97M-V def2-TZVPD RIJCOSX def2/J DEFGRID3
* xyz 0 1
C 2.35 -0.71 -3.69
C 1.46 -0.87 -1.42
N 2.72 -0.68 -4.78
N 0.90 -0.83 -0.35
N 1.88 -0.61 -2.50
P -0.40 0.31 -0.44
H -0.04 0.95 0.76
H -1.28 -0.54 0.24
*
```

Okay, here come the Löwdin numbers, in e, for every atom:
1. C -0.328
2. C -0.338
3. N 0.151
4. N -0.208
5. N 0.167
6. P 0.789
7. H -0.116
8. H -0.116

Entry 7:
Computed, not measured: a gas-phase ion, C2H2N3S2 (charge -1) at a distorted geometry, with the ωB97M-V functional and the def2-TZVPD basis.

For the molar mass, the calculation gives 132.2 g/mol. The highest occupied orbital energy is -3.01 eV. The value obtained for the largest force on an atom is 0.059 Eh/bohr. The SMILES is S=C=N/N=C\N[S-]. As for the HOMO-LUMO gap: 0.2273 Ha.

Structure (ORCA input):
```
! wB97M-V def2-TZVPD RIJCOSX def2/J DEFGRID3
* xyz -1 1
S 0.06 3.30 -1.84
C -0.06 1.76 -1.46
N -0.32 0.69 -1.05
N -0.85 -0.49 -0.85
C -0.41 -1.10 0.20
N 0.45 -0.68 1.10
S 1.14 -1.52 2.41
H -0.79 -2.21 0.27
H 0.76 0.26 1.22
*
```

Löwdin population analysis, charges in e, atoms 1 to 8:
1. S 0.484
2. C -0.796
3. N -0.049
4. N -0.023
5. C -0.369
6. N -0.545
7. S 0.132
8. H 0.137

Entry 8:
Computed, not measured: 2 unconnected molecules or ions with the total composition C2H2N3S2 at a distorted geometry, with the ωB97M-V functional and the def2-TZVPD basis.

For the molar mass, the calculation gives 132.2 g/mol. The highest occupied orbital energy is -13.54 eV. The value obtained for the largest force on an atom is 0.194 Eh/bohr. As for the HOMO-LUMO gap: 0.2332 Ha.

Structure (ORCA input):
```
! wB97M-V def2-TZVPD RIJCOSX def2/J DEFGRID3
* xyz 1 1
C 1.27 0.10 0.17
C 2.55 -0.06 0.12
N -1.13 0.33 -0.11
N -3.63 -0.11 -0.24
N 0.09 0.13 -0.10
S 3.30 -1.48 -0.19
S -2.32 -0.76 0.08
H 3.54 1.03 0.97
H -3.67 0.82 -0.69
*
```

Löwdin population analysis, charges in e, atoms 1 to 8:
1. C -0.114
2. C -0.660
3. N -0.269
4. N -0.251
5. N 0.013
6. S 0.839
7. S 1.093
8. H 0.280

Entry 9:
Computed, not measured: C2H2N4O2 in the gas phase at a distorted geometry, with the ωB97M-V functional and the def2-TZVPD basis.

For the molar mass, the calculation gives 114.1 g/mol. The highest occupied orbital energy is -10.24 eV. The value obtained for the largest force on an atom is 0.117 Eh/bohr. The SMILES is [H]/N=c1\nnonc1O. As for the HOMO-LUMO gap: 0.3335 Ha.

Structure (ORCA input):
```
! wB97M-V def2-TZVPD RIJCOSX def2/J DEFGRID3
* xyz 0 1
H -0.39 -2.45 -0.15
N -0.73 -1.56 0.14
C -0.19 -0.53 -0.32
N 0.94 -0.38 -1.17
N 1.55 0.66 -1.48
O 1.03 1.82 -0.99
N 0.15 1.80 0.13
C -0.32 0.61 0.43
O -1.11 0.56 1.45
H -0.91 -0.52 1.97
*
```

Löwdin population analysis, charges in e, atoms 1 to 8:
1. H 0.073
2. N 0.192
3. C -0.378
4. N 0.088
5. N 0.060
6. O -0.095
7. N 0.201
8. C -0.477

Entry 10:
Computed, not measured: C2H2N4O2 in the gas phase at a distorted geometry, with the ωB97M-V functional and the def2-TZVPD basis.

For the molar mass, the calculation gives 114.1 g/mol. The highest occupied orbital energy is -10.82 eV. The value obtained for the largest force on an atom is 0.126 Eh/bohr. The SMILES is [H]/N=C\n1nnoc1=O. As for the HOMO-LUMO gap: 0.3865 Ha.

Structure (ORCA input):
```
! wB97M-V def2-TZVPD RIJCOSX def2/J DEFGRID3
* xyz 0 1
H 1.28 1.79 -0.46
N 1.17 1.88 0.49
C 0.66 0.82 0.81
N 0.12 0.02 -0.14
N 0.01 -0.04 -1.50
N -0.55 -1.06 -1.84
O -1.19 -1.62 -0.85
C -0.64 -1.02 0.31
O -0.66 -1.43 1.40
H -0.19 0.65 1.79
*
```

Löwdin population analysis, charges in e, atoms 1 to 8:
1. H 0.016
2. N 0.166
3. C -0.241
4. N -0.027
5. N 0.091
6. N 0.012
7. O 0.089
8. C -0.496

molar mass of number 1 (C2H2N3O)? 84.1 g/mol

Look up the molar mass of the tenth one. 114.1 g/mol

What is the formula in the seventh record? C2H2N3S2

Which value of molar mass does entry 10 give? 114.1 g/mol